Density functional theory data (ωB97M-V/def2-TZVPD) for 2 unconnected molecules or ions with the total composition C2H7NS in a non-equilibrium geometry.

M ... 77.2 g mol⁻¹
Relative energy (zero: lowest compared OMol25 entry of this formula, charge and spin) ... 235.2 kJ/mol
Strongest force on any atom ... 4.54 eV Å⁻¹
LUMO ... -0.95 eV

Cartesian coordinates (Å):
C: 0.82347 0.10272 0.42455
C: -0.68750 0.34749 0.36557
S: -1.65698 -1.04634 -0.29252
N: 1.27231 -0.26426 -0.89876
H: 1.38615 1.00913 0.63510
H: 1.03068 -0.63659 1.25192
H: -1.10911 0.41859 1.36188
H: -0.89939 1.28662 -0.16827
H: -2.94261 0.39655 -0.52604
H: 2.18408 -0.70002 -0.86968
H: 0.59890 -0.91390 -1.28375